# 1
The following is a quantum chemistry calculation of the ion C5H7N2 with charge +1, from OMol25.

Last column: Mulliken charge in e.
CARTESIAN COORDINATES (ANGSTROEM)
C 1.49266 1.05954 0.23693  -0.50
C 2.20013 -0.08100 -0.06214  0.04
C 0.13361 1.01326 0.37340  0.32
C -2.89438 -0.25831 0.59111  -0.64
C -2.08082 0.33494 -0.34862  0.16
N 2.15785 -1.18688 0.57603  -0.52
N -0.78916 0.43394 -0.31709  -0.18
H 2.07545 1.73108 0.83984  0.36
H 2.75483 0.15307 -0.97220  0.37
H -0.28448 1.78035 1.11112  0.32
H -3.95469 -0.50591 0.42218  0.30
H -2.50881 -0.80199 1.36252  0.36
H -2.47280 0.65939 -1.35237  0.34
H 2.84706 -1.87809 0.40359  0.28

Energy relative to the best compared isomer or geometry (same formula, charge and spin): 6.6451 eV
F_max: 0.0911 hartree/bohr
HOMO (alpha / beta): -0.5219 / -0.5214 Eh
Charge: +1
Multiplicity: 1
Frontier orbital gap (alpha / beta): 6.7 / 7.2 eV

# 2
The following is a quantum chemistry calculation of a structure of composition C93H111CuN17O2, from OMol25.

Last column: Löwdin spin population.
CARTESIAN COORDINATES (ANGSTROEM)
Cu -1.42018 -1.57330 -0.74538  0.00
C 1.61941 -2.49427 4.02621  0.00
C 2.80897 -3.40378 4.22405  0.03
C 2.45956 -4.35778 5.35215  0.00
C 3.34742 -5.54480 5.54117  0.00
C 3.27372 -6.29287 4.16218  0.00
C 3.79200 -5.43365 3.02432  0.03
N 3.10682 -4.16928 3.00158  0.40
O 3.31104 -3.42562 1.94565  0.48
C 3.44618 -6.17498 1.70832  0.00
C 5.31954 -5.19629 3.21832  0.02
C 4.01224 -2.49053 4.59901  0.02
H 1.76009 -1.57720 3.46426  0.00
H 1.39988 -2.09952 5.09515  0.00
H 0.73098 -3.03407 3.60247  0.00
H 1.39000 -4.77219 5.19769  0.00
H 2.35755 -3.73696 6.23583  0.00
H 2.91715 -6.11081 6.37026  0.00
H 4.38908 -5.35325 5.77471  0.00
H 2.18375 -6.57365 3.99863  0.00
H 3.71255 -7.27328 4.18942  0.00
H 2.37797 -6.33088 1.74693  0.00
H 4.05897 -7.03567 1.81143  0.00
H 3.68969 -5.77628 0.71828  0.00
H 5.65108 -4.79313 2.24371  0.00
H 5.73339 -6.18989 3.40417  0.00
H 5.59006 -4.58355 4.08705  0.00
H 4.04900 -1.74741 3.72866  0.00
H 5.01142 -2.98370 4.61918  0.00
H 3.94056 -1.95832 5.56833  0.00
C -0.98442 1.39363 -2.37023  0.00
C -0.44994 1.65108 -0.92275  0.00
C -0.18421 3.13785 -0.66599  0.00
C 0.32056 3.45226 0.74775  0.00
C -0.70143 2.95646 1.70710  0.00
C -1.11109 1.53545 1.45110  0.00
N -1.41059 1.30683 0.06565  0.00
O -2.09117 0.18922 -0.20091  0.00
C -2.46687 1.25929 2.21936  0.00
C -0.16859 0.55716 2.14605  0.00
C 0.88279 1.00281 -0.93330  0.00
H -1.79589 2.07163 -2.58057  0.00
H -1.33618 0.35546 -2.41008  0.00
H -0.11649 1.45257 -3.03740  0.00
H -1.19198 3.53406 -0.76753  0.00
H 0.40832 3.54234 -1.46628  0.00
H 0.38755 4.54511 0.81080  0.00
H 1.39135 3.31242 0.99297  0.00
H -1.63298 3.56714 1.57599  0.00
H -0.32880 3.01321 2.76140  0.00
H -2.50418 1.88973 3.11200  0.00
H -2.68830 0.21290 2.32613  0.00
H -3.26097 1.72519 1.67492  0.00
H 0.89452 0.85096 2.02137  0.00
H -0.25375 -0.40107 1.59078  0.00
H -0.35892 0.37636 3.20209  0.00
H 0.77445 -0.06274 -1.00114  0.00
H 1.57312 1.35416 -0.14634  0.00
H 1.28471 1.50095 -1.86583  0.00
N 3.25495 1.55746 7.36673  0.00
C 4.35698 2.17493 6.87586  0.00
C 4.44196 2.45587 5.53780  0.00
C 3.34934 2.08530 4.69701  0.00
C 2.18415 1.50212 5.19921  0.00
C 2.21716 1.30941 6.56133  0.00
H 5.19544 2.26182 7.53889  0.00
H 5.31420 2.93068 5.14010  0.00
H 3.46826 2.24803 3.61345  0.00
H 1.27469 1.25735 4.66974  0.00
H 1.40672 0.78025 7.01086  0.00
N -2.81873 -3.13439 -1.29825  0.00
C -4.01484 -2.59842 -1.47380  0.00
C -5.20733 -3.33219 -1.47005  0.00
C -5.08767 -4.66892 -1.22414  0.00
C -3.82587 -5.24405 -1.02900  0.00
C -2.69220 -4.46007 -1.12193  0.00
H -4.04085 -1.55299 -1.56621  0.00
H -6.10553 -2.70080 -1.65003  0.00
H -5.93992 -5.28958 -1.06238  0.00
H -3.66532 -6.30214 -0.90032  0.00
H -1.72889 -4.88776 -0.90444  0.00
N 3.67927 8.00530 -0.29951  0.00
C 3.00622 8.21776 0.79865  0.00
C 2.51882 7.16154 1.59588  0.00
C 2.72998 5.87827 1.14648  0.00
C 3.45053 5.65654 0.00170  0.00
C 3.85404 6.77818 -0.73302  0.00
H 2.84474 9.20025 1.19348  0.00
H 2.05457 7.37267 2.55025  0.00
H 2.42681 5.04982 1.78118  0.00
H 3.73686 4.68084 -0.32347  0.00
H 4.22207 6.59465 -1.75738  0.00
N -5.34873 -1.89129 2.36771  0.00
C -6.59209 -2.34685 2.48968  0.00
C -7.67187 -2.10517 1.62625  0.00
C -7.46371 -1.06322 0.71335  0.00
C -6.20690 -0.41204 0.69511  0.00
C -5.16144 -0.93610 1.47024  0.00
H -6.63103 -3.18534 3.20655  0.00
H -8.68804 -2.53847 1.73836  0.00
H -8.29563 -0.70903 0.05368  0.00
H -6.03620 0.43854 0.06404  0.00
H -4.16850 -0.54040 1.39561  0.00
N -3.13670 5.61315 -2.38452  0.00
C -2.18651 5.13318 -3.20949  0.00
C -0.91472 5.68560 -3.31059  0.00
C -0.60151 6.80726 -2.53169  0.00
C -1.56311 7.23168 -1.59499  0.00
C -2.80782 6.64727 -1.61724  0.00
H -2.42424 4.32972 -3.85593  0.00
H -0.18245 5.14792 -3.89932  0.00
H 0.34978 7.33761 -2.66425  0.00
H -1.39701 8.09692 -0.93556  0.00
H -3.55669 7.13517 -0.95098  0.00
N -1.36873 -2.79990 -6.28556  0.00
C -1.58970 -1.83824 -5.33273  0.00
C -2.83554 -1.57035 -4.77996  0.00
C -3.91436 -2.26406 -5.21587  0.00
C -3.76073 -3.16394 -6.22457  0.00
C -2.51160 -3.46109 -6.72719  0.00
H -0.72991 -1.29567 -4.91235  0.00
H -2.88768 -0.91191 -3.97676  0.00
H -4.92956 -2.16539 -4.89730  0.00
H -4.57423 -3.69048 -6.64367  0.00
H -2.38827 -4.22603 -7.51314  0.00
N -0.02091 -2.90312 -1.69041  0.00
C -0.41711 -3.40343 -2.91632  0.00
C 0.27084 -4.26362 -3.70002  0.00
C 1.35703 -4.86712 -3.13064  0.00
C 1.85843 -4.34217 -1.89565  0.00
C 1.17636 -3.30415 -1.30075  0.00
H -1.36747 -3.04317 -3.25971  0.00
H -0.07116 -4.32971 -4.75020  0.00
H 1.93463 -5.59404 -3.75694  0.00
H 2.79876 -4.66797 -1.42495  0.00
H 1.42018 -2.78654 -0.39404  0.00
N -5.14178 0.13753 -2.80859  0.00
C -5.84574 0.50265 -3.88473  0.00
C -5.83405 1.78585 -4.36710  0.00
C -5.10305 2.74107 -3.70481  0.00
C -4.44688 2.44228 -2.57227  0.00
C -4.46319 1.08613 -2.14605  0.00
H -6.35797 -0.30927 -4.39866  0.00
H -6.49878 2.01630 -5.14972  0.00
H -5.14126 3.79145 -4.01784  0.00
H -3.84329 3.12169 -2.00493  0.00
H -3.95735 0.68165 -1.23613  0.00
N 3.57957 -1.71367 -4.33728  0.00
C 4.40579 -2.65292 -4.89321  0.00
C 4.11346 -3.34869 -6.00446  0.00
C 2.86063 -3.17790 -6.60223  0.00
C 2.00454 -2.32534 -6.01389  0.00
C 2.40797 -1.62840 -4.86675  0.00
H 5.36156 -2.67383 -4.41440  0.00
H 4.85030 -4.03790 -6.39284  0.00
H 2.53426 -3.64032 -7.52019  0.00
H 1.00661 -2.15921 -6.38215  0.00
H 1.69029 -0.86263 -4.57202  0.00
N 2.52523 2.91360 -5.10624  0.00
C 3.02569 3.21860 -3.92799  0.00
C 4.24660 3.84664 -3.74539  0.00
C 5.01113 4.09610 -4.89751  0.00
C 4.56699 3.69641 -6.16318  0.00
C 3.30504 3.09522 -6.18463  0.00
H 2.45967 2.90127 -3.02655  0.00
H 4.63326 4.06612 -2.78365  0.00
H 5.97165 4.50167 -4.84218  0.00
H 5.13315 3.91908 -7.06742  0.00
H 2.84925 2.94897 -7.16046  0.00
N -1.35451 -0.05756 5.91883  0.00
C -1.98056 0.30392 7.03952  0.00
C -3.33478 0.14548 7.38208  0.00
C -4.13584 -0.39327 6.37560  0.00
C -3.49998 -0.85825 5.19649  0.00
C -2.15170 -0.69891 5.09295  0.00
H -1.35051 0.77554 7.82342  0.00
H -3.64247 0.26612 8.42022  0.00
H -5.20046 -0.53877 6.49607  0.00
H -4.07864 -1.25417 4.36434  0.00
H -1.67732 -1.14814 4.22137  0.00
N -0.63251 -2.87914 1.45852  0.00
C -0.03663 -4.05675 1.56248  0.00
C -0.66184 -5.11248 2.30571  0.00
C -1.90934 -4.95225 2.92408  0.00
C -2.56057 -3.76908 2.71213  0.00
C -1.86332 -2.76819 2.02331  0.00
H 0.94801 -4.13232 1.12307  0.00
H -0.05540 -6.01941 2.41091  0.00
H -2.36781 -5.71387 3.57012  0.00
H -3.40572 -3.40208 3.29684  0.00
H -2.36030 -1.78240 1.85295  0.00
N -1.46327 -0.00889 -8.23206  0.00
C -2.59462 0.43039 -7.61372  0.00
C -2.60620 1.31187 -6.58114  0.00
C -1.35426 1.69040 -6.05097  0.00
C -0.21105 1.11177 -6.55820  0.00
C -0.28811 0.35665 -7.68284  0.00
H -3.57057 0.08451 -8.02836  0.00
H -3.57192 1.65119 -6.21152  0.00
H -1.30133 2.30539 -5.12171  0.00
H 0.78715 1.38344 -6.19242  0.00
H 0.62532 0.00050 -8.11923  0.00
N 4.40394 1.69516 -0.51266  0.00
C 4.31010 1.38990 0.80824  0.00
C 3.92265 0.15598 1.30699  0.00
C 3.89432 -0.88951 0.40185  0.00
C 4.00810 -0.55588 -0.99056  0.00
C 4.20152 0.72625 -1.40812  0.00
H 4.56577 2.20950 1.50179  0.00
H 3.74516 0.13318 2.42372  0.00
H 3.70937 -1.91634 0.69461  0.00
H 3.89909 -1.39365 -1.73186  0.00
H 4.25718 0.78135 -2.50972  0.00
N 0.94802 5.55377 4.11113  0.00
C 1.74504 5.26487 5.09314  0.00
C 1.29324 4.69249 6.22859  0.00
C -0.00855 4.42943 6.41368  0.00
C -0.83680 4.61509 5.31656  0.00
C -0.32501 5.18709 4.21038  0.00
H 2.82201 5.51428 5.07112  0.00
H 2.00844 4.64928 7.05850  0.00
H -0.39733 3.97375 7.29333  0.00
H -1.85047 4.31379 5.31344  0.00
H -0.88931 5.45162 3.36960  0.00

F_max: 0.0686 hartree/bohr
HOMO (alpha / beta): -0.2062 / -0.2062 Eh
Multiplicity: 2
Frontier orbital gap (alpha / beta): 6.1 / 5.7 eV

# 3
The following is a quantum chemistry calculation of a structure of composition C14H20F3NPtS4, from OMol25.

Last column: Mulliken charge in e.
CARTESIAN COORDINATES (ANGSTROEM)
Pt -0.44116 -0.38658 -0.01362  0.78
C -1.28773 2.32199 -1.42678  -0.67
C -1.45262 1.37617 -2.60090  -0.82
S -0.68450 -0.28564 -2.35371  -0.09
C -2.11387 -1.40751 -2.59530  -0.92
C -3.10049 -1.46563 -1.44437  -0.41
S -2.18722 -2.08427 -0.00641  -0.10
C -3.09159 -1.46295 1.43621  -0.44
C -2.09894 -1.41022 2.58305  -0.92
S -0.65333 -0.30910 2.33529  -0.04
C -1.38732 1.36347 2.60569  -0.81
C -1.21351 2.30291 1.42934  -0.78
S -2.10021 1.59037 0.01779  -0.14
H -1.73956 3.28538 -1.66296  0.54
H -0.23591 2.47298 -1.18641  0.26
H -0.96429 1.80267 -3.47704  0.50
H -2.50116 1.21316 -2.85247  0.50
H -1.65531 -2.38230 -2.77050  0.45
H -2.60205 -1.10619 -3.52299  0.50
H -3.90025 -2.16447 -1.69011  0.54
H -3.53806 -0.49490 -1.21046  0.23
H -3.89250 -2.15945 1.68478  0.55
H -3.52670 -0.49042 1.20623  0.25
H -1.65485 -2.39117 2.76134  0.45
H -2.58000 -1.09893 3.51115  0.51
H -0.88223 1.77652 3.47842  0.51
H -2.43649 1.21612 2.86441  0.42
H -0.16158 2.39925 1.16310  0.36
H -1.61480 3.28658 1.67259  0.52
F 6.43070 -0.66706 -1.17362  -0.22
C 5.96176 -0.36284 0.04128  0.76
F 6.39061 0.86368 0.36216  -0.23
F 6.45445 -1.23317 0.92241  -0.26
C 4.44400 -0.38788 0.02917  0.41
C 3.72834 -1.22577 0.86245  -0.86
C 2.34737 -1.19564 0.80247  0.03
N 1.68316 -0.38864 -0.03480  -0.20
C 2.38741 0.41876 -0.84720  0.15
C 3.76414 0.44851 -0.84445  -1.06
H 4.22934 -1.89596 1.54607  0.52
H 1.75293 -1.84124 1.43255  0.46
H 1.82600 1.04649 -1.52374  0.35
H 4.29798 1.11297 -1.51011  0.45

Energy relative to the best compared isomer or geometry (same formula, charge and spin): 0.4440 eV
F_max: 0.0104 hartree/bohr
HOMO: -0.5366 Eh
Charge: +2
Multiplicity: 1
Frontier orbital gap: 7.2 eV

Let's list molar mass in order: 95.1; 1562.6; 582.7 g/mol.
Let's list DFT total energy in order: -8266.1321; -172299.3154; -71059.6104 eV.